# C6H11N3

C6H11N3 in the gas phase at a distorted geometry (ωB97M-V/def2-TZVPD, the Open Molecules 2025 dataset).

Geometry as XYZ:
```
20
Properties=species:S:1:pos:R:3:forces:R:3
C 2.0293 -0.7773 -1.0668 -0.08 0.29 -0.47
C 2.0443 0.4727 1.1475 1.73 -2.73 -0.08
C 0.0392 -0.2612 0.0288 -3.58 3.29 0.51
C -2.0043 -1.1242 0.1862 -1.68 -4.90 0.95
C -2.2688 0.1463 -0.0737 1.80 2.58 0.48
C -0.9787 0.7587 -0.0763 3.03 -2.82 -0.47
H 2.9615 -0.2947 -1.2832 0.65 0.29 -0.69
H 2.3433 -1.8095 -0.7967 -0.63 0.23 0.30
H 1.3479 -0.8103 -1.9879 1.12 0.05 1.33
H 2.1283 -0.4310 1.8502 -0.01 1.21 -0.41
H 3.0903 0.7141 0.8324 -0.78 0.46 0.74
H 1.4522 1.2348 1.6017 0.07 0.75 0.43
H -0.2450 -2.3750 0.3686 -1.06 1.51 -0.14
H -2.7321 -1.9489 0.4109 0.83 0.98 -0.44
H -3.1697 0.7047 -0.0327 -0.78 -0.09 -0.14
H 0.3674 2.2745 -0.5230 -1.23 -0.62 -0.02
H -1.3512 2.4457 -0.9164 1.65 0.29 0.79
N 1.3891 0.0739 -0.0611 -1.22 -1.76 -1.45
N -0.6801 -1.4277 0.2705 1.63 -1.01 -0.07
N -0.6175 2.0689 -0.2663 -1.44 2.01 -1.14
```
Positions in Å, forces in eV/Å.

Results
* E_HOMO: -0.24673 Eh
* electronic energy: -399.4274 a.u.
* ΔE to the lowest compared entry with this formula, charge and spin: 1.845 eV

---

# C6H11N3

C6H11N3 in the gas phase at a distorted geometry (ωB97M-V/def2-TZVPD, the Open Molecules 2025 dataset).

Geometry as XYZ:
```
20
Properties=species:S:1:pos:R:3:forces:R:3
C -3.4459 -0.1766 -0.8977 0.46 0.66 -0.01
C 0.0294 -0.4256 -0.0756 1.14 1.56 0.60
C 0.0033 0.5257 1.1598 -0.68 -1.58 1.25
C 2.1127 0.8624 0.2067 -0.19 -0.61 -0.20
C 1.4557 -0.2052 -0.6739 -0.64 0.25 1.56
C 1.1050 -1.4764 0.0395 -0.61 -1.18 0.19
H -4.3663 0.1708 -0.4215 0.41 -0.31 0.04
H -3.4710 -0.3132 -1.9856 0.09 -0.21 0.13
H -1.1823 -0.4481 -1.8204 0.20 -0.13 0.67
H -0.5291 1.4443 0.9993 -1.01 0.17 -0.48
H -0.4090 -0.0240 2.0788 0.12 0.83 -1.30
H 1.4998 1.6657 2.0267 -0.09 -0.18 -0.22
H 3.1586 0.7106 0.4257 0.50 -0.30 -0.15
H 2.0265 1.7725 -0.3433 -0.05 1.14 -0.49
H 1.7529 -0.1552 -1.6928 -0.26 -0.28 -0.83
H 1.5016 -1.5797 1.0553 0.02 -0.20 -0.41
H 0.9510 -2.4392 -0.5128 0.24 1.16 0.38
N -2.3638 -0.2021 -0.2133 -0.38 -0.25 0.28
N -1.2017 -0.5538 -0.7972 -0.11 -0.10 -1.30
N 1.3726 0.8472 1.4426 0.83 -0.45 0.31
```
Positions in Å, forces in eV/Å.

Results
* E_HOMO: -0.29788 Eh
* electronic energy: -399.3841 a.u.
* ΔE to the lowest compared entry with this formula, charge and spin: 3.024 eV

---

# C6H11N3

C6H11N3 as an isolated structure at a distorted geometry (ωB97M-V/def2-TZVPD, the Open Molecules 2025 dataset).

Geometry as XYZ:
```
20
Properties=species:S:1:pos:R:3:forces:R:3
C 1.3627 0.4085 -0.0388 0.12 -0.04 0.04
C -3.0770 -0.8504 -0.3437 -0.08 0.11 0.02
C 2.1701 0.1925 1.2582 -0.13 -0.03 0.04
C 1.5143 -0.7799 -0.9906 -0.19 0.03 0.06
N -0.6911 1.8108 0.4346 0.81 -0.96 -0.74
C -0.0614 0.6190 0.3552 0.31 -0.05 2.05
C -1.8646 -0.0617 -0.0135 0.34 1.32 -1.01
N -1.6233 1.1554 -0.6129 -2.46 -0.17 -0.12
N -0.8753 -0.4443 0.7678 1.01 0.00 -0.08
H -0.2026 2.5756 -0.0244 0.10 -0.20 -0.10
H 1.7165 1.3177 -0.5320 -0.03 0.00 0.03
H -3.9643 -0.2243 -0.2170 0.11 -0.06 -0.07
H -3.0322 -1.1726 -1.3841 -0.03 0.01 -0.01
H -3.1513 -1.7257 0.2949 0.09 -0.04 0.03
H 2.0829 1.0456 1.9348 0.02 -0.06 -0.05
H 1.8091 -0.6984 1.7786 0.03 0.09 -0.06
H 3.2246 0.0519 1.0111 -0.09 0.02 -0.02
H 1.1659 -1.6953 -0.5131 -0.02 0.04 0.00
H 2.5593 -0.9055 -1.2639 0.10 0.04 0.00
H 0.9376 -0.6190 -1.9013 -0.01 -0.04 0.00
```
Positions in Å, forces in eV/Å.

Results
* E_HOMO: -0.28867 Eh
* electronic energy: -399.3663 a.u.
* ΔE to the lowest compared entry with this formula, charge and spin: 3.510 eV

---

# C6H11N3

C6H11N3 in the gas phase at a distorted geometry (ωB97M-V/def2-TZVPD, the Open Molecules 2025 dataset).

Geometry as XYZ:
```
20
Properties=species:S:1:pos:R:3:forces:R:3
C -0.3865 0.9607 1.1710 0.14 -0.16 0.05
C -2.2513 -0.6268 0.4338 -0.03 0.12 0.01
C 0.1504 1.4204 -1.3497 -0.01 0.00 -0.09
N -0.8443 -0.3373 0.6503 0.78 1.17 -0.61
C 0.4041 0.7395 -0.0573 -1.54 -0.76 0.41
N 2.1152 -0.8228 -0.9924 -0.08 0.04 0.14
C 1.4247 -0.3238 0.1780 -0.27 -0.65 0.39
C 0.3596 -1.4056 0.7129 0.77 -0.22 -0.21
N 0.3002 -2.5870 0.8866 -0.04 0.49 -0.07
H 3.0687 -0.4866 -1.0367 -0.05 -0.08 0.02
H 2.1307 -1.8385 -0.9516 -0.04 0.09 0.01
H -1.1526 1.7304 1.1192 0.02 -0.01 -0.02
H 0.1123 0.9286 2.1406 -0.01 -0.04 -0.05
H 2.0871 -0.0391 1.0049 0.04 0.05 -0.07
H -2.3361 -1.6580 0.0927 0.14 0.03 -0.03
H -2.6695 0.0487 -0.3169 0.03 -0.03 -0.01
H -2.8316 -0.5195 1.3555 0.13 0.01 -0.03
H 0.3452 0.7381 -2.1779 0.00 0.03 0.07
H -0.8675 1.8123 -1.4110 0.07 -0.02 0.05
H 0.8413 2.2661 -1.4521 -0.06 -0.07 0.05
```
Positions in Å, forces in eV/Å.

Results
* E_HOMO: -0.26708 Eh
* electronic energy: -399.3476 a.u.
* ΔE to the lowest compared entry with this formula, charge and spin: 4.017 eV

---

# C6H11N3

An isolated ion of composition C6H11N3 and charge +2 at a distorted geometry (ωB97M-V/def2-TZVPD, the Open Molecules 2025 dataset).

Geometry as XYZ:
```
20
Properties=species:S:1:pos:R:3:forces:R:3
C -0.7279 -3.0787 1.9887 -0.83 -1.84 -0.94
C -0.8235 -1.8907 1.8831 0.39 -0.22 -0.55
C 0.3904 -0.6806 -1.0309 1.36 -0.82 4.35
C -0.5503 0.3937 1.0954 0.09 -0.50 -0.62
C -0.8092 1.7290 1.5932 -1.97 2.74 -0.22
C 1.2886 0.7653 -2.7447 -0.85 1.00 -2.46
N -1.0228 -0.5488 1.8497 -0.94 -0.59 0.59
N 0.9978 -0.4958 -2.1388 -0.49 0.10 1.42
N 0.2572 0.2863 -0.0220 -0.83 1.62 -1.48
H -0.8975 -4.1822 1.8179 0.66 1.71 0.71
H -0.9703 2.6416 0.8624 -0.09 -2.23 1.00
H -1.6416 1.6673 2.3676 1.10 0.58 -1.07
H 0.0812 2.0396 2.0904 0.91 0.21 0.88
H 0.5624 1.4924 -2.3886 -0.10 0.05 -0.24
H 1.1791 0.6556 -3.8672 -0.10 0.14 1.31
H 2.2649 1.1845 -2.6075 0.84 -0.34 0.58
H -1.7569 -0.2333 2.5081 0.70 -0.14 -0.17
H 0.3585 -1.6704 -0.5024 -0.48 0.38 -1.53
H 1.3795 -1.3464 -2.4732 0.33 -0.95 -1.25
H 0.4403 1.2717 -0.2814 0.30 -0.89 -0.31
```
Positions in Å, forces in eV/Å.

Results
* charge: +2
* E_HOMO: -0.66843 Eh
* electronic energy: -398.7307 a.u.
* ΔE to the lowest compared entry with this formula, charge and spin: 2.937 eV

---

# C6H11N3O

A 2-piece molecular cluster, C6H11N3O overall (ωB97M-V/def2-TZVPD, the Open Molecules 2025 dataset).

Geometry as XYZ:
```
21
Properties=species:S:1:pos:R:3:forces:R:3
C 1.7483 0.1281 2.2358 0.30 0.08 -0.58
C 0.6732 1.1843 2.1356 -0.24 -0.46 0.31
O 0.8836 2.3747 2.0513 0.07 0.13 -0.31
N -0.5944 0.6775 2.1951 -0.55 0.27 -0.17
H 1.6335 -0.5915 1.4200 -0.25 -0.13 0.20
H 1.6882 -0.3836 3.1941 0.11 -0.05 0.00
H -1.3670 1.2803 1.9448 0.26 -0.01 0.25
H -0.8088 -0.3021 2.2461 0.30 -0.06 -0.12
H 2.7294 0.5697 2.0720 -0.07 0.16 0.38
C 0.4667 -1.9768 -2.0171 0.24 -0.04 0.18
C -2.1932 0.3616 -1.6142 -0.33 -0.31 -0.05
C -0.3856 -0.7898 -1.7496 -0.20 -0.06 -0.09
C -0.0295 0.4386 -1.2945 0.24 0.45 0.01
N -1.7542 -0.8209 -1.9400 0.31 -0.26 -0.08
N -1.1832 1.1858 -1.2436 0.05 -0.01 0.43
H -3.2460 0.5898 -1.6468 0.09 0.48 0.09
H -1.2174 2.0647 -0.7560 -0.30 0.11 -0.24
H 0.8982 0.9080 -1.0115 0.13 -0.23 -0.08
H 1.5257 -1.7083 -2.0223 -0.10 -0.02 -0.11
H 0.2012 -2.4592 -2.9511 0.01 0.09 -0.25
H 0.3311 -2.7309 -1.2485 -0.06 -0.14 0.23
```
Positions in Å, forces in eV/Å.

Results
* E_HOMO: -0.32212 Eh
* electronic energy: -474.7595 a.u.
* ΔE to the lowest compared entry with this formula, charge and spin: 0.181 eV

---

# C6H11N3OS

A 2-piece molecular cluster, C6H11N3OS overall at a distorted geometry (ωB97M-V/def2-TZVPD, the Open Molecules 2025 dataset).

Geometry as XYZ:
```
22
Properties=species:S:1:pos:R:3:forces:R:3
C -1.4389 0.0968 -2.2428 0.52 1.54 -1.74
C 0.1182 -0.3085 -0.7814 1.79 0.93 -0.27
C 0.7620 3.2644 0.0213 2.03 0.62 -1.93
C -0.2029 -3.0516 1.4154 -1.08 0.64 1.59
C 0.5091 2.4016 0.9309 -2.06 -1.35 2.30
C 0.6594 -0.7303 0.3499 -0.12 -0.78 1.66
N -1.1764 -0.5392 -1.0967 -2.21 -2.02 1.38
N -0.4060 0.7440 -2.6911 -0.38 -0.08 -0.84
N 0.6372 0.5503 -1.7876 -4.67 -1.84 1.28
O 0.0963 -0.9069 2.9519 -0.39 0.40 0.59
S -0.5750 -1.1994 1.6722 3.41 -1.76 -1.51
H -2.4105 0.0751 -2.7232 0.30 0.14 0.00
H -1.7948 -1.2811 -0.6264 1.58 1.94 -1.17
H 0.0621 3.9396 -0.3703 -0.84 0.90 -0.39
H 1.7432 3.2094 -0.4508 -0.13 0.45 -0.04
H -0.7976 -3.5633 2.1917 -0.26 0.11 -0.41
H 0.8384 -3.2406 1.8297 -0.90 0.42 -1.63
H -0.6307 -3.3057 0.4116 1.25 -0.19 0.73
H 1.2064 1.6741 1.2708 0.45 -0.33 0.27
H -0.4986 2.3529 1.3768 0.56 -0.04 -0.02
H 1.7466 -0.8366 0.4314 -0.59 0.15 0.70
H 1.5525 0.6551 -2.0833 1.75 0.15 -0.54
```
Positions in Å, forces in eV/Å.

Results
* E_HOMO: -0.28173 Eh
* electronic energy: -872.7637 a.u.
* ΔE to the lowest compared entry with this formula, charge and spin: 4.381 eV

---

# C6H11N4

An isolated ion of composition C6H11N4 and charge +1 at a distorted geometry (ωB97M-V/def2-TZVPD, the Open Molecules 2025 dataset).

Geometry as XYZ:
```
21
Properties=species:S:1:pos:R:3:forces:R:3
C 0.4256 0.1567 -0.2788 -2.11 -1.50 1.63
C -2.1804 -2.0345 -0.4544 -0.63 2.62 3.25
C -0.2909 0.3900 0.8562 1.51 -0.95 -3.64
C 2.6825 0.7411 -0.6132 2.08 0.14 0.33
C -2.9070 -2.8617 -1.3506 -2.58 0.76 1.46
C -0.2673 1.5530 1.7343 0.76 0.10 -1.96
N -2.0709 -1.2330 0.4133 1.29 -2.35 -1.47
N -1.4172 -0.4696 1.2116 0.80 1.34 0.43
N 3.6991 1.5900 -0.9009 0.28 -4.90 0.30
N 1.4591 1.0791 -0.6066 -3.12 1.45 0.03
H 2.9187 -0.3224 -0.2708 -0.33 1.61 -0.81
H -4.0276 -2.7035 -1.3647 1.32 0.04 0.28
H -2.5307 -2.6497 -2.2583 1.11 0.68 -3.63
H -2.6652 -3.8486 -1.1603 0.31 -2.18 0.48
H -1.1307 2.0753 1.4261 -1.00 1.30 0.52
H -0.2185 1.2624 2.7113 -0.36 -0.36 2.95
H 0.6362 2.0928 1.5318 0.34 0.61 -0.05
H -1.4481 -0.5496 2.2226 -1.06 -0.84 -0.30
H 4.6207 1.2214 -0.9726 0.37 -0.61 0.04
H 3.7267 2.5200 -0.9558 -0.93 4.37 -0.21
H 0.9859 1.9907 -0.9204 1.96 -1.34 0.37
```
Positions in Å, forces in eV/Å.

Results
* charge: +1
* E_HOMO: -0.38959 Eh
* electronic energy: -453.7927 a.u.
* ΔE to the lowest compared entry with this formula, charge and spin: 6.137 eV

---

# C6H11N6

An isolated ion of composition C6H11N6 and charge +1 at a distorted geometry (ωB97M-V/def2-TZVPD, the Open Molecules 2025 dataset).

Geometry as XYZ:
```
23
Properties=species:S:1:pos:R:3:forces:R:3
C 2.3459 -1.1811 -0.3014 1.07 0.73 -2.72
C 1.2289 -0.2408 -0.0380 0.65 -5.68 -0.84
C 0.1954 -1.2728 0.2292 -0.53 3.20 0.65
C -2.1381 -0.6111 -0.1424 0.88 0.75 2.00
C 1.3394 1.1114 -0.0423 -2.44 2.81 1.29
C 0.1267 2.0065 -0.1008 0.18 0.52 0.14
N 2.0263 -2.4508 -0.2528 2.69 1.63 0.16
N 0.8320 -2.4282 0.2306 -4.58 -3.00 0.83
N -1.1057 -1.0773 0.7252 1.57 -1.68 1.16
N -1.9889 -0.8165 -1.3428 0.15 -1.07 -2.84
N -3.0864 0.0701 0.5434 -1.99 1.35 0.68
N 2.4448 1.7384 0.2646 -1.00 2.38 0.04
H 3.1797 -1.0007 -1.0252 -0.28 0.33 1.34
H -0.7547 1.4084 -0.1182 -0.73 -0.18 0.54
H 0.0221 2.5996 -1.0062 0.64 -0.23 -0.54
H 0.1491 2.8109 0.6674 -0.14 -0.91 -0.03
H 0.3750 -3.3682 0.3990 0.52 1.70 -0.24
H -1.3609 -1.8686 1.3548 -0.22 1.16 -0.61
H -2.7037 -0.4585 -1.9608 -0.08 0.34 0.01
H -2.8437 0.7795 1.2817 -0.28 -1.50 -1.19
H -3.9593 0.2559 0.0092 1.14 0.02 0.79
H 3.2474 1.2285 0.0863 2.41 -0.58 0.36
H 2.4286 2.7655 0.5394 0.36 -2.08 -0.99
```
Positions in Å, forces in eV/Å.

Results
* charge: +1
* E_HOMO: -0.47247 Eh
* electronic energy: -563.4871 a.u.
* ΔE to the lowest compared entry with this formula, charge and spin: 0.880 eV

---

# C6H11NO

An isolated ion of composition C6H11NO and charge -1 at a distorted geometry (ωB97M-V/def2-TZVPD, the Open Molecules 2025 dataset).

Geometry as XYZ:
```
19
Properties=species:S:1:pos:R:3:forces:R:3
O 2.6017 -2.2169 -0.4875 0.19 -0.41 -0.52
C 1.6424 -1.8958 0.1888 -0.08 0.79 0.48
N 0.9599 -0.7396 0.0219 -0.24 -0.79 -0.58
C -0.0052 -0.0672 0.8632 -0.38 0.25 0.67
C -0.8410 0.9655 0.0160 -0.20 -0.49 -0.05
C -0.1523 1.7558 -1.0039 0.46 0.69 0.59
C 0.0895 1.4195 -2.3269 -0.10 -0.30 -0.53
C -1.0042 -0.9602 1.6400 1.18 0.49 -0.34
H 1.3473 -2.5591 1.0234 -0.34 0.37 0.12
H 1.1030 -0.2802 -0.8778 0.32 0.27 0.11
H 0.5419 0.5660 1.5730 0.04 -0.17 0.08
H -1.7066 0.4085 -0.4013 0.18 -0.05 -0.11
H -1.2577 1.6720 0.7528 -0.07 -0.18 0.26
H 0.2332 2.6986 -0.6115 -0.01 0.03 -0.25
H -0.3014 0.5162 -2.7702 -0.13 -0.35 0.03
H 0.4182 2.1506 -3.0533 0.18 0.20 0.02
H -0.6144 -1.4652 2.5199 0.32 0.13 0.20
H -1.7348 -0.2097 1.9598 -0.55 -0.70 -0.06
H -1.3194 -1.7587 0.9737 -0.78 0.21 -0.13
```
Positions in Å, forces in eV/Å.

Results
* 2S+1: 2
* charge: -1
* E_HOMO (spin up / spin down): 0.03002 / -0.14310 Eh
* electronic energy: -365.1435 a.u.
* ΔE to the lowest compared entry with this formula, charge and spin: 0.835 eV

---

# C6H11NO

A 2-piece molecular cluster, C6H11NO overall at a distorted geometry (ωB97M-V/def2-TZVPD, the Open Molecules 2025 dataset).

Geometry as XYZ:
```
19
Properties=species:S:1:pos:R:3:forces:R:3
C 0.0442 -0.3420 -1.3820 1.56 -2.73 -1.58
C 1.0163 -1.1918 -0.9105 -1.61 0.53 -1.68
N -1.2584 -0.7778 -1.6187 0.09 0.53 0.31
C 0.7384 1.4808 0.9023 -0.90 -0.08 -1.30
C 1.7366 0.6774 1.1659 0.41 -2.41 -1.01
H 0.3516 0.5411 -1.9316 -0.11 0.32 0.51
H -1.3678 -1.7395 -1.8929 -0.04 0.13 -0.01
H -1.8494 -0.1085 -2.0892 -0.05 -0.24 0.17
H 2.0476 -1.0465 -1.1913 0.11 0.40 0.47
H 0.7437 -2.1936 -0.6119 -0.10 -0.12 0.23
H 1.5974 -0.4127 0.7953 0.27 1.82 1.44
H 2.7539 0.9319 1.4116 0.00 0.43 0.32
C -1.2248 -0.0769 1.3843 -0.35 -0.89 -1.22
C -0.6562 0.9696 0.4405 -0.37 2.70 2.90
O -1.3995 1.7468 -0.1512 0.78 -0.98 -0.25
H 0.8196 2.5548 0.8547 -0.06 0.27 0.34
H -1.1854 0.2796 2.4059 0.14 0.27 0.11
H -2.2594 -0.2935 1.1034 0.18 0.08 0.08
H -0.6482 -0.9993 1.3154 0.02 -0.03 0.18
```
Positions in Å, forces in eV/Å.

Results
* E_HOMO: -0.30573 Eh
* electronic energy: -365.1049 a.u.
* ΔE to the lowest compared entry with this formula, charge and spin: 3.443 eV

---

# C6H11NO

C6H11NO as an isolated structure at a distorted geometry (ωB97M-V/def2-TZVPD, the Open Molecules 2025 dataset).

Geometry as XYZ:
```
19
Properties=species:S:1:pos:R:3:forces:R:3
C -0.1614 1.7947 1.4458 0.19 0.05 2.27
N 0.5623 1.0362 2.2120 -0.11 0.75 -0.71
C 0.1470 0.7584 -0.5984 0.33 -1.60 -1.30
C 0.2860 1.6720 -1.3813 -0.09 -0.02 0.64
H 0.7212 -0.2036 1.6704 -0.50 -2.08 -1.64
H 1.4858 1.4063 2.4209 -0.04 0.25 -0.15
H -1.2111 1.5384 1.3585 0.08 -0.22 -0.54
H 0.0968 2.8298 1.2391 0.12 -0.11 -0.25
H 0.4094 2.5477 -1.9622 0.00 0.22 -0.16
C 0.7447 -1.5170 -1.4458 -0.08 0.19 0.19
C -1.3987 -1.1467 -0.1356 0.23 -0.14 -0.06
C 0.0975 -0.8015 -0.2521 -0.57 1.61 -0.22
O 0.7800 -1.0861 0.8890 0.51 1.12 1.88
H -1.9453 -0.8738 -1.0380 -0.02 0.02 -0.02
H 1.7873 -1.2178 -1.5302 0.01 0.02 0.01
H 0.2257 -1.2837 -2.3742 -0.03 0.01 -0.01
H 0.7033 -2.5904 -1.2659 -0.02 -0.05 0.05
H -1.8422 -0.6420 0.7224 0.01 0.02 0.01
H -1.4883 -2.2208 0.0257 -0.02 -0.04 0.02
```
Positions in Å, forces in eV/Å.

Results
* E_HOMO: -0.33681 Eh
* electronic energy: -365.0694 a.u.
* ΔE to the lowest compared entry with this formula, charge and spin: 4.409 eV

---

> Among the records above, which one has the lowest ΔE to the lowest compared entry with this formula, charge and spin?

C6H11N3O